# 1
97
Properties=species:S:1:pos:R:3:lowdin_charge:R:1 method="wB97M-V/def2-TZVPD" total_energy_ha=-2237.2745 multiplicity=4 e_homo_ev="-16.7 / -16.7" de_lowest_kj_mol=0.0 charge=+3 gap_ev="6.219 / 5.361"
Re 0.10 0.39 0.41 1.37
C 1.80 1.66 0.96 -0.15
C 0.91 1.83 2.07 -0.19
C -0.37 2.33 1.48 -0.17
C -0.08 2.57 0.04 -0.09
C 1.30 2.36 -0.27 -0.16
C 2.12 2.66 -1.51 -0.48
C 2.97 1.40 -1.88 -0.03
C 1.29 3.08 -2.79 0.00
C 3.02 3.86 -1.03 0.02
C -1.73 2.67 2.04 -0.55
C -1.57 3.59 3.24 -0.03
C -2.45 1.41 2.45 -0.04
C -2.59 3.47 1.04 -0.02
C 1.53 1.73 3.44 -0.46
C 2.93 0.93 3.43 -0.01
C 0.70 0.90 4.48 -0.02
C 1.75 3.25 3.74 0.00
H 2.85 1.30 1.05 0.14
H -0.86 2.99 -0.60 0.12
H 2.35 0.50 -2.06 0.06
H 3.58 1.16 -1.02 0.07
H 3.58 1.49 -2.76 0.11
H 0.69 2.26 -3.18 0.06
H 1.89 3.51 -3.60 0.11
H 0.56 3.78 -2.43 0.08
H 3.35 3.66 0.00 0.09
H 2.33 4.69 -0.96 0.09
H 3.86 4.04 -1.71 0.12
H -1.12 3.12 4.16 0.10
H -2.57 3.85 3.64 0.12
H -0.99 4.49 2.95 0.12
H -2.23 1.03 3.48 0.11
H -2.30 0.57 1.78 0.02
H -3.52 1.61 2.49 0.11
H -1.96 4.24 0.62 0.09
H -3.34 4.06 1.51 0.10
H -3.05 2.83 0.25 0.09
H 2.78 0.05 2.81 0.05
H 3.24 0.73 4.44 0.11
H 3.69 1.49 2.90 0.08
H 0.74 -0.18 4.26 0.07
H -0.36 1.09 4.51 0.05
H 1.02 0.99 5.53 0.12
H 2.23 3.82 2.85 0.13
H 2.42 3.44 4.64 0.14
H 0.81 3.72 3.98 0.05
C -1.69 0.78 -2.68 -0.21
P -1.58 -0.44 -1.34 0.97
C -0.65 -1.78 -2.18 -0.39
N -0.96 -2.07 -3.45 0.17
C -0.33 -3.13 -4.06 -0.17
C -0.53 -3.45 -5.39 -0.01
C 0.25 -4.39 -5.97 0.01
C 1.22 -5.14 -5.18 -0.01
C 1.41 -4.85 -3.90 0.01
C 0.71 -3.75 -3.29 -0.17
N 1.10 -3.33 -2.11 0.14
C 0.45 -2.37 -1.57 -0.47
P 1.24 -1.77 -0.10 0.95
C 3.04 -1.99 -0.51 -0.17
C 0.73 -2.70 1.35 -0.67
C 0.15 -4.11 1.10 -0.03
C -0.36 -1.78 2.03 -0.12
C 1.97 -2.69 2.32 -0.05
C -3.32 -0.98 -0.94 -0.67
C -3.37 -1.86 0.28 -0.09
C -4.16 0.30 -0.60 -0.06
C -3.92 -1.63 -2.20 -0.04
H -1.93 1.78 -2.39 0.04
H -2.46 0.43 -3.39 0.08
H -0.70 0.82 -3.16 0.05
H -1.33 -2.96 -6.02 0.16
H 0.27 -4.50 -7.05 0.13
H 1.78 -5.96 -5.57 0.12
H 2.17 -5.35 -3.30 0.14
H 3.31 -3.00 -0.84 0.08
H 3.66 -1.65 0.30 0.05
H 3.18 -1.29 -1.36 0.04
H -0.57 -4.05 0.31 0.07
H -0.22 -4.52 2.01 0.10
H 1.01 -4.72 0.74 0.12
H -1.36 -1.65 1.58 0.03
H 0.10 -0.72 2.24 0.04
H -0.50 -2.01 3.12 0.14
H 2.86 -3.05 1.78 0.09
H 1.75 -3.45 3.10 0.12
H 2.19 -1.73 2.70 0.03
H -3.16 -1.27 1.17 0.06
H -2.80 -2.77 0.17 0.08
H -4.41 -2.22 0.33 0.12
H -3.88 0.91 0.25 0.04
H -5.16 0.00 -0.41 0.10
H -4.26 1.03 -1.44 0.10
H -3.26 -2.36 -2.66 0.08
H -4.18 -0.87 -2.83 0.05
H -4.83 -2.16 -1.85 0.12

---

# 2
112
Properties=species:S:1:pos:R:3:lowdin_charge:R:1 method="wB97M-V/def2-TZVPD" total_energy_ha=-3287.2976 e_homo_ev=-10.8 charge=+1 gap_ev=6.845
C 0.12 0.24 5.71 -0.09
O -0.85 -0.17 6.66 -0.18
C -1.47 -1.41 6.37 -0.23
C -2.84 -1.22 5.70 -0.15
C -3.07 -2.18 4.53 -0.20
C -2.60 -1.57 3.20 -0.20
C -3.31 -2.28 2.06 -0.13
N -2.85 -1.92 0.67 -0.04
C -2.08 -0.66 0.56 -0.13
C -1.88 -0.26 -0.91 -0.14
C -0.90 0.93 -0.98 -0.18
C -1.57 2.29 -1.17 -0.22
S -0.97 3.40 0.09 0.58
O 0.31 3.86 -0.25 -0.25
O -1.13 2.74 1.34 -0.27
O -1.95 4.65 0.06 -0.15
C -2.18 -2.94 0.01 -0.29
N -0.84 -3.23 0.27 0.07
O -0.04 -3.06 -0.89 -0.12
C 1.31 -2.71 -0.56 -0.13
C 1.51 -1.70 0.57 -0.18
N 2.90 -1.69 0.99 -0.03
C 3.74 -0.61 0.49 -0.16
C 4.64 -0.03 1.63 -0.40
C 3.80 0.93 2.47 -0.04
O 5.03 -1.14 2.43 -0.05
B -0.48 -4.39 1.14 -0.65
N -0.66 -4.27 2.57 0.20
O 0.03 -5.53 0.55 0.14
N -2.87 -3.60 -0.88 -0.10
C -4.28 -3.26 -1.17 -0.01
P -2.24 -4.99 -1.77 0.80
N -3.10 -6.24 -1.39 -0.24
H 0.05 -0.31 4.78 0.07
H 1.12 0.16 6.15 0.09
H -0.05 1.30 5.49 0.09
H -0.82 -2.05 5.77 0.11
H -1.63 -1.92 7.32 0.12
H -2.91 -0.20 5.33 0.11
H -3.61 -1.34 6.45 0.11
H -4.13 -2.41 4.45 0.11
H -2.53 -3.12 4.65 0.10
H -2.95 -0.54 3.20 0.11
H -1.52 -1.59 3.11 0.10
H -3.28 -3.36 2.18 0.12
H -4.36 -2.02 2.12 0.13
H -2.69 0.12 1.01 0.14
H -1.11 -0.69 1.03 0.11
H -1.47 -1.08 -1.49 0.09
H -2.82 0.09 -1.34 0.11
H -0.20 0.78 -1.80 0.09
H -0.30 0.98 -0.08 0.09
H -1.29 2.74 -2.12 0.02
H -2.66 2.27 -1.12 0.12
H -2.83 4.38 -0.26 0.10
H 1.69 -2.25 -1.46 0.11
H 1.94 -3.58 -0.39 0.12
H 1.22 -0.73 0.20 0.10
H 0.90 -1.95 1.43 0.10
H 3.34 -2.59 0.87 0.11
H 4.43 -0.99 -0.26 0.12
H 3.14 0.18 0.05 0.11
H 5.52 0.45 1.21 0.13
H 4.40 1.51 3.16 0.08
H 3.24 1.59 1.82 0.07
H 3.06 0.34 3.01 0.08
H 5.22 -0.82 3.32 0.09
H 0.24 -4.21 3.04 0.10
H -1.16 -5.08 2.94 0.10
H 0.97 -5.40 0.32 0.12
H -4.36 -2.25 -1.55 0.10
H -4.67 -4.01 -1.85 0.08
H -4.84 -3.36 -0.25 0.10
H -2.40 -4.61 -3.11 0.03
H -0.88 -5.17 -1.51 0.03
H -2.47 -6.94 -1.00 -0.02
F 2.74 -1.37 -3.41 0.05
C 1.82 -1.17 -4.38 -0.28
C 0.55 -0.81 -4.00 -0.03
C -0.42 -0.60 -4.96 -0.09
C -0.09 -0.76 -6.31 -0.08
C 1.19 -1.13 -6.67 -0.07
C 2.17 -1.35 -5.71 -0.01
H 0.32 -0.70 -2.94 0.08
H -1.42 -0.32 -4.68 0.09
H -0.85 -0.60 -7.06 0.11
H 1.44 -1.26 -7.72 0.11
H 3.18 -1.64 -5.97 0.12
F 5.71 4.32 1.49 0.06
C 4.78 4.77 0.62 -0.29
C 5.00 4.63 -0.73 -0.02
C 4.04 5.11 -1.62 -0.08
C 2.89 5.70 -1.14 -0.11
C 2.68 5.83 0.23 -0.08
C 3.63 5.35 1.12 -0.01
H 5.92 4.18 -1.08 0.12
H 4.21 5.01 -2.68 0.11
H 2.15 6.08 -1.83 0.09
H 1.79 6.30 0.61 0.11
H 3.49 5.43 2.19 0.12
F -2.00 2.00 -4.65 0.06
C -1.51 3.03 -3.92 -0.32
C -2.42 3.90 -3.35 -0.04
C -1.94 4.96 -2.60 -0.09
C -0.58 5.14 -2.43 -0.09
C 0.32 4.26 -3.01 -0.05
C -0.14 3.18 -3.76 0.00
H -3.48 3.75 -3.51 0.13
H -2.64 5.65 -2.14 0.12
H -0.22 5.97 -1.84 0.12
H 1.38 4.41 -2.88 0.09
H 0.54 2.47 -4.22 0.13

---

# 3
102
Properties=species:S:1:pos:R:3:lowdin_charge:R:1 method="wB97M-V/def2-TZVPD" total_energy_ha=-2247.2653 smiles="CC[C@H](C)c1cc(C[C@H](C)I)cc2c1C(=O)NC2=O.C1CCOC1.C1CCOC1.C1CCOC1.C1CCOC1.C1CCOC1" e_homo_ev=-8.9 gap_ev=8.301
C -4.65 2.91 3.02 -0.10
C -5.18 1.75 2.05 -0.20
C -4.42 0.33 2.21 -0.31
C -5.07 -0.61 3.37 -0.08
C -2.84 0.44 2.29 -0.06
C -1.97 0.46 0.97 0.06
C -0.41 0.58 1.06 -0.11
C 0.49 0.65 -0.26 -0.26
C -0.16 -0.03 -1.56 -0.72
C 0.33 -1.58 -1.57 -0.15
I 0.59 1.06 -3.34 0.74
C 0.37 0.63 2.43 0.05
C -0.49 0.61 3.70 -0.03
C -2.04 0.53 3.61 -0.01
C -2.58 0.58 5.11 -0.32
O -3.65 0.96 5.62 0.08
N -1.37 0.08 5.86 0.07
C -0.13 0.64 5.25 -0.31
O 0.89 1.05 5.85 0.08
H -3.74 2.64 3.65 0.06
H -5.53 3.26 3.66 0.08
H -4.35 3.80 2.35 0.07
H -4.98 2.09 0.96 0.11
H -6.30 1.53 2.14 0.11
H -4.65 -0.24 1.23 0.13
H -5.97 -1.18 2.93 0.08
H -4.30 -1.30 3.86 0.08
H -5.51 0.11 4.14 0.07
H -2.55 0.40 -0.01 0.09
H 1.57 0.28 -0.06 0.12
H 0.59 1.78 -0.50 0.07
H -1.29 0.05 -1.63 0.04
H 0.27 -1.94 -2.65 0.06
H 1.42 -1.55 -1.18 0.08
H -0.38 -2.14 -0.86 0.10
H 1.50 0.72 2.50 0.11
H -1.35 -0.96 5.92 0.15
C 4.08 -5.21 -1.10 -0.17
C 4.15 -5.36 0.40 -0.19
C 3.23 -4.24 0.86 -0.20
O 2.23 -4.08 -0.16 -0.16
C 2.64 -4.81 -1.32 -0.20
H 4.36 -6.12 -1.64 0.11
H 4.75 -4.41 -1.43 0.12
H 3.74 -6.33 0.70 0.11
H 5.16 -5.27 0.81 0.12
H 3.77 -3.30 0.96 0.12
H 2.74 -4.47 1.81 0.12
H 1.99 -5.69 -1.41 0.12
H 2.51 -4.20 -2.21 0.11
C -5.14 0.38 -3.98 -0.17
C -4.44 -0.27 -5.16 -0.18
C -3.02 -0.41 -4.65 -0.21
O -3.10 -0.57 -3.23 -0.17
C -4.44 -0.27 -2.81 -0.20
H -6.22 0.23 -3.97 0.12
H -4.93 1.46 -3.99 0.12
H -4.87 -1.26 -5.34 0.12
H -4.51 0.30 -6.09 0.12
H -2.44 0.49 -4.85 0.09
H -2.50 -1.26 -5.09 0.12
H -4.93 -1.22 -2.53 0.12
H -4.41 0.37 -1.92 0.11
C -0.08 5.24 0.36 -0.17
C -0.50 4.84 -1.03 -0.18
C -1.83 4.16 -0.78 -0.20
O -2.41 4.80 0.37 -0.15
C -1.41 5.62 0.99 -0.20
H 0.65 6.06 0.38 0.11
H 0.35 4.38 0.88 0.11
H -0.64 5.73 -1.65 0.10
H 0.22 4.19 -1.54 0.09
H -1.70 3.10 -0.55 0.10
H -2.51 4.25 -1.63 0.12
H -1.66 6.67 0.79 0.11
H -1.42 5.45 2.07 0.12
C 1.87 9.37 -1.84 -0.18
C 3.15 8.89 -2.49 -0.18
C 3.09 7.39 -2.25 -0.20
O 1.70 7.04 -2.24 -0.15
C 0.91 8.24 -2.17 -0.21
H 1.53 10.34 -2.21 0.11
H 2.01 9.44 -0.76 0.12
H 3.13 9.10 -3.56 0.12
H 4.05 9.35 -2.07 0.11
H 3.51 7.12 -1.28 0.12
H 3.60 6.82 -3.03 0.12
H 0.45 8.39 -3.15 0.12
H 0.13 8.13 -1.42 0.11
C 5.23 -10.02 2.16 -0.18
C 5.66 -10.79 0.93 -0.18
C 5.38 -9.80 -0.18 -0.20
O 5.55 -8.49 0.37 -0.15
C 5.65 -8.61 1.80 -0.21
H 5.68 -10.38 3.08 0.11
H 4.14 -10.07 2.26 0.12
H 6.74 -11.00 0.99 0.12
H 5.14 -11.74 0.80 0.11
H 4.35 -9.89 -0.54 0.12
H 6.06 -9.93 -1.03 0.12
H 6.69 -8.42 2.09 0.12
H 5.01 -7.85 2.27 0.11

---

# 4
100
Properties=species:S:1:pos:R:3:lowdin_charge:R:1 method="wB97M-V/def2-TZVPD" total_energy_ha=-2356.6733 multiplicity=3 e_homo_ev="-16.0 / -16.3" de_lowest_kj_mol=441.0 charge=+3 gap_ev="5.726 / 6.114"
C -1.12 -2.25 -1.53 -0.29
C 1.12 -1.50 -1.72 -0.22
C -0.83 -3.39 -2.26 0.02
C 1.44 -2.66 -2.42 0.02
C 0.47 -3.61 -2.67 0.02
H -1.66 -4.02 -2.57 0.14
H 2.46 -2.72 -2.80 0.14
H 0.72 -4.49 -3.25 0.14
N -0.11 -1.46 -1.08 -0.04
P -2.85 -0.75 0.24 1.05
P 2.93 0.92 -0.51 1.41
C -2.53 -1.74 -1.31 -0.23
H -2.89 -1.11 -2.16 0.11
H -3.23 -2.59 -1.31 0.08
C -0.54 1.78 1.32 -0.32
O -0.31 2.76 1.95 0.10
C 1.88 -0.22 -1.97 -0.17
H 2.76 -0.44 -2.63 0.12
C 4.18 1.92 -1.52 -0.63
C 3.51 0.86 1.32 -0.65
C -4.01 0.73 -0.07 -0.66
C -3.69 -2.08 1.33 -0.63
C 3.60 3.36 -1.45 -0.06
H 3.75 3.80 -0.46 0.08
H 4.10 4.02 -2.18 0.11
H 2.52 3.37 -1.66 0.06
C 5.64 1.84 -1.05 -0.08
H 5.86 2.07 0.00 0.07
H 6.05 0.84 -1.24 0.09
H 6.24 2.55 -1.64 0.12
C 4.30 1.45 -2.98 -0.09
H 4.67 2.24 -3.63 0.12
H 4.99 0.60 -3.07 0.10
H 3.37 1.12 -3.43 0.01
C 4.01 2.25 1.70 -0.07
H 3.16 2.93 1.81 0.10
H 4.52 2.19 2.66 0.13
H 4.69 2.73 1.00 0.05
C 2.48 0.53 2.40 -0.09
H 1.67 1.27 2.46 0.06
H 2.03 -0.45 2.29 0.05
H 3.00 0.54 3.38 0.13
C 4.51 -0.29 1.27 -0.08
H 5.35 -0.10 0.60 0.07
H 4.90 -0.53 2.26 0.11
H 4.01 -1.20 0.90 0.09
C -3.99 -1.53 2.73 -0.06
H -4.46 -2.32 3.34 0.12
H -3.09 -1.20 3.25 0.05
H -4.69 -0.68 2.71 0.08
C -2.75 -3.29 1.43 -0.07
H -2.51 -3.71 0.44 0.08
H -1.82 -3.06 1.94 0.05
H -3.26 -4.08 2.01 0.11
C -5.00 -2.60 0.72 -0.07
H -5.32 -3.50 1.27 0.11
H -5.83 -1.89 0.79 0.07
H -4.89 -2.89 -0.33 0.08
C -3.79 1.26 -1.50 -0.09
H -4.26 0.60 -2.25 0.09
H -4.27 2.25 -1.61 0.11
H -2.73 1.40 -1.78 0.05
C -3.72 1.83 0.96 -0.09
H -2.69 2.19 0.95 0.02
H -4.37 2.70 0.74 0.11
H -3.94 1.50 1.99 0.09
C -5.50 0.38 0.07 -0.08
H -5.82 -0.41 -0.62 0.09
H -5.78 0.11 1.09 0.08
H -6.10 1.27 -0.18 0.11
W -0.61 0.13 0.29 1.29
N 0.21 1.07 -1.14 -0.11
C 1.03 0.93 -2.19 -0.35
C 0.65 1.75 -3.42 -0.50
C 1.63 1.99 -4.56 -0.05
C -0.47 0.85 -4.00 0.00
C 0.12 3.13 -3.04 -0.03
H 2.38 2.74 -4.37 0.08
H 2.08 1.07 -4.94 0.10
H 1.09 2.39 -5.43 0.12
H -1.45 1.07 -3.59 0.08
H -0.53 1.02 -5.08 0.11
H -0.28 -0.23 -3.85 0.09
H -0.79 3.38 -3.58 0.11
H -0.12 3.16 -1.98 0.07
H 0.81 3.95 -3.25 0.09
C 0.08 -2.49 6.23 0.00
C -0.08 -1.89 4.88 -0.21
C -0.74 -0.68 4.68 0.03
C -0.92 -0.17 3.40 -0.12
N -0.42 -0.78 2.28 -0.14
C 0.21 -1.99 2.47 -0.14
C 0.39 -2.53 3.74 0.01
H 1.12 -2.71 6.48 0.11
H -0.32 -1.84 7.01 0.10
H -0.47 -3.45 6.30 0.11
H -1.14 -0.12 5.53 0.14
H -1.47 0.76 3.27 0.11
H 0.59 -2.48 1.58 0.12
H 0.91 -3.49 3.83 0.15